14
Properties=species:S:1:pos:R:3 method="wB97M-V/def2-TZVPD" total_energy_ha=-307.62870 gap_ev=10.947 e_homo_ev=-9.954
C -0.629 1.054 -1.254
C 0.149 0.663 -0.045
O -0.655 0.527 1.153
C 0.283 -0.475 1.574
C 0.682 -0.748 0.110
O -0.070 -1.763 -0.525
H -1.489 0.392 -1.395
H -0.984 2.078 -1.136
H 0.027 0.978 -2.125
H 0.995 1.332 0.164
H -0.064 -1.456 1.829
H 1.052 -0.009 2.206
H 1.721 -0.998 -0.095
H -1.018 -1.576 -0.460

***

10
Properties=species:S:1:pos:R:3 method="wB97M-V/def2-TZVPD" total_energy_ha=-346.37641 gap_ev=7.204 e_homo_ev=-8.631
C 0.698 -0.717 -0.262
C -0.128 0.370 -0.035
C -1.417 0.216 0.003
H 3.044 -1.455 0.701
H 2.616 0.125 0.496
H 0.288 -1.675 -0.264
H -1.870 1.142 -0.381
N 2.019 -0.618 -0.053
O -2.084 -0.899 0.143
F 0.394 1.575 0.049

***

98
Properties=species:S:1:pos:R:3 method="wB97M-V/def2-TZVPD" smiles="CC(C)CCc1ccc(CON=O)c2c1C(=O)c1ccc([Si](C)(C)C)cc1C2=O.CO.CO.CO.CO.CO.CO.CO" total_energy_ha=-2347.81732 gap_ev=8.773 e_homo_ev=-9.245
C -0.431 0.929 -2.818
C -0.326 0.193 -4.158
C 1.093 -0.381 -4.359
C -1.443 -0.847 -4.418
C -1.970 -1.612 -3.184
C -0.849 -2.297 -2.434
C -0.102 -3.246 -3.122
C 0.979 -3.860 -2.521
C 1.379 -3.562 -1.220
C 2.608 -4.279 -0.726
O 2.334 -5.146 0.375
N 3.578 -5.722 0.834
O 4.135 -5.013 1.562
C 0.636 -2.613 -0.499
C -0.487 -2.007 -1.107
C -1.247 -1.010 -0.301
O -2.441 -0.851 -0.379
C -0.455 -0.180 0.632
C -0.871 1.110 0.938
C -0.098 1.848 1.826
C 1.068 1.323 2.393
Si 2.062 2.450 3.523
C 3.173 1.454 4.690
C 3.062 3.600 2.411
C 0.968 3.531 4.606
C 1.444 0.014 2.083
C 0.681 -0.742 1.200
C 1.031 -2.143 0.868
O 1.619 -2.809 1.676
H -0.141 1.968 -2.887
H 0.261 0.469 -2.110
H -1.413 0.856 -2.359
H -0.434 0.955 -4.928
H 1.067 -1.264 -4.993
H 1.543 -0.651 -3.408
H 1.718 0.356 -4.854
H -1.050 -1.579 -5.121
H -2.285 -0.362 -4.907
H -2.641 -2.394 -3.534
H -2.526 -0.929 -2.566
H -0.374 -3.480 -4.139
H 1.530 -4.598 -3.086
H 3.417 -3.580 -0.512
H 2.963 -4.906 -1.548
H -1.758 1.530 0.496
H -0.433 2.847 2.062
H 4.199 1.789 4.553
H 3.083 0.387 4.523
H 2.897 1.683 5.716
H 3.931 3.048 2.064
H 3.332 4.502 2.953
H 2.415 3.885 1.585
H 0.387 2.960 5.325
H 0.334 4.216 4.049
H 1.648 4.150 5.194
H 2.342 -0.399 2.521
C -3.684 1.348 3.011
O -3.055 2.600 2.738
H -3.765 0.797 2.077
H -3.085 0.767 3.717
H -4.684 1.509 3.422
H -2.990 3.074 3.572
C 1.101 -8.455 0.315
O 1.643 -7.902 -0.881
H 1.153 -9.538 0.239
H 1.679 -8.129 1.185
H 0.059 -8.162 0.441
H 1.586 -6.945 -0.796
C -6.273 4.279 4.212
O -5.258 4.046 5.189
H -7.059 3.544 4.359
H -6.692 5.281 4.337
H -5.865 4.173 3.204
H -4.574 4.706 5.051
C -2.303 -8.394 2.051
O -1.756 -9.660 1.692
H -2.111 -7.708 1.230
H -3.383 -8.462 2.207
H -1.831 -8.002 2.956
H -1.928 -10.265 2.419
C 2.591 2.527 -0.958
O 1.415 3.327 -1.029
H 2.462 1.821 -0.141
H 2.744 1.972 -1.889
H 3.467 3.151 -0.758
H 1.534 3.955 -1.749
C 0.590 6.972 -1.380
O 1.785 6.542 -2.033
H -0.154 6.189 -1.495
H 0.771 7.136 -0.315
H 0.218 7.893 -1.835
H 2.438 7.237 -1.925
C -0.186 4.616 -5.481
O -0.562 3.770 -4.398
H 0.228 3.981 -6.261
H -1.050 5.151 -5.882
H 0.575 5.337 -5.172
H -0.929 4.326 -3.704

***

19
Properties=species:S:1:pos:R:3 method="wB97M-V/def2-TZVPD" smiles="SC1C=CC=C1.COP=S" total_energy_ha=-1446.93191 gap_ev=8.258 e_homo_ev=-8.693
S 1.512 0.410 2.380
C 0.305 1.346 1.437
C -1.137 0.884 1.612
C -1.725 0.820 0.395
C -0.805 1.183 -0.638
C 0.419 1.454 -0.035
H 0.563 -0.606 2.406
H 0.256 2.351 1.819
H -1.613 0.643 2.528
H -2.754 0.545 0.202
H -1.055 1.156 -1.646
H 1.401 1.680 -0.538
C 0.662 -1.523 -1.834
O 0.338 -1.833 -0.474
P -1.111 -2.121 0.150
S -2.369 -2.525 -1.274
H -0.256 -1.806 -2.427
H 1.653 -2.257 -2.034
H 0.761 -0.443 -1.952

***

18
Properties=species:S:1:pos:R:3 method="wB97M-V/def2-TZVPD" total_energy_ha=-364.08447 gap_ev="8.151 / 8.155" e_homo_ev="-7.918 / -7.920"
C -0.540 -0.430 -0.185
C 2.298 -0.289 -0.460
C 0.095 1.498 1.136
C -2.041 -0.202 0.009
N 0.217 0.795 -0.138
O -0.294 -1.079 -1.437
O 2.218 -1.469 0.129
H -0.398 -0.397 -2.114
H 1.930 -2.167 -0.486
H -0.199 -1.164 0.567
H 2.196 -0.351 -1.548
H 1.568 0.582 -0.039
H 0.881 2.252 1.205
H 0.168 0.844 2.019
H -0.861 2.029 1.191
H -2.400 0.546 -0.702
H -2.569 -1.140 -0.165
H -2.268 0.140 1.019

***

16
Properties=species:S:1:pos:R:3 method="wB97M-V/def2-TZVPD" smiles=CC.CC total_energy_ha=-159.56167 gap_ev=12.428 e_homo_ev=-11.264
C -0.924 1.546 1.506
C -1.282 2.093 0.116
H -0.558 2.306 2.192
H -1.745 1.014 1.988
H -0.242 0.695 1.452
H -1.143 1.319 -0.620
H -0.876 3.104 0.089
H -2.351 2.351 0.141
C 1.471 -2.450 -0.576
C 0.794 -1.146 -1.097
H 1.011 -2.802 0.341
H 1.320 -3.193 -1.344
H 2.527 -2.307 -0.359
H 1.551 -0.375 -1.174
H -0.079 -0.866 -0.512
H 0.526 -1.288 -2.145